1.
Computed, not measured: a molecular structure, C41H55As3PdS2Si3, with ωB97M-V/def2-TZVPD.

XYZ file:
```
105
Properties=species:S:1:pos:R:3:lowdin_charge:R:1
Pd -0.45 0.30 0.37 0.025
S -2.58 0.79 0.62 0.612
C -3.41 -0.59 -0.12 -0.638
C -4.76 -0.71 0.19 -0.105
C -5.53 -1.73 -0.33 -0.045
C -4.98 -2.66 -1.20 -0.055
C -3.65 -2.54 -1.54 -0.105
C -2.86 -1.52 -0.99 -0.618
S -1.17 -1.42 -1.51 0.728
H -5.21 0.02 0.85 0.114
H -6.58 -1.81 -0.06 0.121
H -5.58 -3.45 -1.62 0.118
H -3.20 -3.24 -2.23 0.105
C 1.66 -2.73 -0.68 -0.350
C 2.30 -1.35 -0.72 -0.417
As 1.99 -0.38 0.97 1.261
C 3.34 0.95 1.34 -0.412
C 4.60 0.98 0.75 -0.108
C 5.57 1.81 1.27 -0.052
C 5.31 2.58 2.40 -0.052
C 4.06 2.53 3.00 -0.076
C 3.06 1.72 2.46 -0.146
C 2.69 -1.70 2.22 -0.367
C 2.22 -1.81 3.53 -0.112
C 2.82 -2.69 4.42 -0.057
C 3.90 -3.46 4.02 -0.055
C 4.39 -3.34 2.73 -0.056
C 3.80 -2.46 1.84 -0.117
As -0.25 -2.99 -0.25 1.193
C -1.25 -2.90 1.38 -0.351
C -2.43 -3.65 1.37 -0.104
C -3.33 -3.50 2.41 -0.038
C -3.07 -2.60 3.44 -0.033
C -1.91 -1.85 3.43 -0.051
C -1.00 -1.99 2.39 -0.150
C -0.60 -4.71 -1.02 -0.377
C -0.64 -5.84 -0.21 -0.094
C -0.81 -7.08 -0.81 -0.046
C -0.93 -7.18 -2.19 -0.041
C -0.88 -6.04 -2.98 -0.050
C -0.71 -4.80 -2.40 -0.117
H 2.21 -3.43 -0.05 0.077
H 1.63 -3.16 -1.69 0.087
H 1.87 -0.75 -1.53 0.039
H 3.36 -1.48 -0.95 0.080
H 4.83 0.36 -0.11 0.105
H 6.55 1.85 0.81 0.116
H 6.08 3.21 2.82 0.116
H 3.85 3.12 3.88 0.117
H 2.08 1.69 2.92 0.097
H 1.41 -1.19 3.88 0.096
H 2.45 -2.76 5.43 0.115
H 4.36 -4.15 4.71 0.117
H 5.25 -3.92 2.41 0.116
H 4.23 -2.36 0.85 0.099
H -2.65 -4.35 0.58 0.102
H -4.25 -4.08 2.41 0.123
H -3.78 -2.49 4.25 0.121
H -1.71 -1.14 4.22 0.121
H -0.11 -1.37 2.38 0.016
H -0.55 -5.77 0.86 0.113
H -0.85 -7.97 -0.19 0.120
H -1.07 -8.15 -2.65 0.121
H -0.97 -6.13 -4.06 0.119
H -0.68 -3.91 -3.02 0.093
C -0.66 5.88 0.03 -0.197
Si 0.16 4.36 0.73 0.333
C 2.02 4.57 0.63 -0.178
C -0.46 3.92 2.43 -0.209
As -0.47 2.53 -0.70 0.823
Si 1.08 2.53 -2.55 0.334
C 2.78 1.92 -2.05 -0.203
C 0.32 1.41 -3.84 -0.210
C 1.24 4.30 -3.13 -0.189
Si -2.55 3.12 -1.80 0.312
C -3.76 3.85 -0.58 -0.212
C -2.21 4.41 -3.11 -0.207
C -3.20 1.60 -2.69 -0.200
H -0.34 6.73 0.63 0.051
H -1.74 5.84 0.06 0.017
H -0.34 6.07 -1.00 0.027
H 2.25 5.63 0.74 0.052
H 2.43 4.25 -0.33 0.002
H 2.54 4.02 1.41 0.006
H 0.14 4.41 3.20 0.042
H -0.42 2.84 2.61 0.002
H -1.49 4.24 2.56 0.038
H 2.81 1.42 -1.09 -0.035
H 3.47 2.77 -1.99 0.045
H 3.17 1.24 -2.81 0.048
H 0.04 0.44 -3.43 -0.011
H 1.04 1.24 -4.65 0.047
H -0.57 1.86 -4.29 0.026
H 1.89 4.87 -2.46 0.031
H 0.31 4.84 -3.24 0.002
H 1.74 4.28 -4.10 0.055
H -3.65 4.93 -0.50 0.026
H -3.71 3.41 0.42 0.000
H -4.77 3.66 -0.96 0.048
H -1.86 5.36 -2.71 0.027
H -3.18 4.61 -3.59 0.053
H -1.53 4.07 -3.89 0.019
H -2.40 0.91 -2.96 0.002
H -3.67 1.93 -3.61 0.051
H -3.94 1.06 -2.11 0.022
```

Kohn-Sham gap (spin up / spin down) in eV: 6.5 / 6.5
2S+1: 1
Relative energy (zero: lowest compared OMol25 entry of this formula, charge and spin) in kJ/mol: 0.0
Total charge: +2
Lowest unoccupied orbital energy (spin up / spin down) in eV: -6.32 / -6.32

=====

2.
Computed, not measured: a single C4H6N2O molecule, with ωB97M-V/def2-TZVPD.

XYZ file:
```
13
Properties=species:S:1:pos:R:3:lowdin_charge:R:1
H 0.98 1.67 1.46 0.051
N 0.18 1.13 1.12 0.157
C 0.57 0.16 0.40 -0.482
C 1.99 -0.20 0.04 -0.033
N -0.40 -0.77 -0.08 0.037
C -1.22 -0.32 -1.33 0.088
C -1.72 -0.23 -0.15 -0.406
O -2.67 -0.03 0.75 0.140
H 2.10 -0.31 -1.04 0.077
H 2.26 -1.16 0.50 0.081
H 2.68 0.57 0.39 0.072
H -1.22 -0.60 -2.37 0.086
H -3.51 0.09 0.30 0.132
```

Kohn-Sham gap in eV: 8.9
2S+1: 1
Relative energy (zero: lowest compared OMol25 entry of this formula, charge and spin) in kJ/mol: 422.7
Total charge: 0
Structure (SMILES): [H]/N=C(\C)N1C=C1O
Lowest unoccupied orbital energy in eV: 0.66

=====

3.
Computed, not measured: a single C5H5NO molecule, with ωB97M-V/def2-TZVPD.

XYZ file:
```
12
Properties=species:S:1:pos:R:3:lowdin_charge:R:1
O -0.27 -0.85 2.20 0.148
C 0.00 -0.39 1.13 -0.298
C -0.84 0.49 0.07 -0.316
C -2.22 0.05 -0.01 0.195
C 1.12 -0.56 0.15 -0.145
C 0.31 0.15 -0.90 -0.213
N 1.55 0.70 -0.43 0.078
H -2.33 -0.54 -0.95 0.009
H 1.79 -1.42 0.10 0.145
H -0.83 1.54 0.41 0.144
H 0.20 -0.13 -1.94 0.144
H 1.42 1.50 0.19 0.109
```

Kohn-Sham gap (spin up / spin down) in eV: 8.2 / 8.2
2S+1: 1
Relative energy (zero: lowest compared OMol25 entry of this formula, charge and spin) in kJ/mol: 577.4
Total charge: 0
Lowest unoccupied orbital energy (spin up / spin down) in eV: -0.82 / -0.82

=====

4.
Computed, not measured: a molecular structure, C11H13N2O6Pt at a distorted geometry, with ωB97M-V/def2-TZVPD.

XYZ file:
```
33
Properties=species:S:1:pos:R:3:lowdin_charge:R:1
O 2.20 2.58 -3.47 0.063
C 1.79 1.82 -2.71 0.018
Pt 0.41 -0.05 -0.47 1.000
C -1.35 -0.86 -0.05 -0.210
O -2.27 -1.41 0.40 0.154
C 1.77 -0.56 0.99 -0.224
O 2.21 -0.96 2.00 0.137
C -0.08 1.64 0.55 -0.241
O -0.02 2.75 0.85 0.178
C 0.80 -1.36 -1.85 -0.238
O 1.13 -2.28 -2.47 0.175
H 2.07 0.45 -0.43 0.032
C -0.33 -0.61 4.58 -0.035
N -1.67 -0.11 4.33 -0.087
C -2.77 -0.72 5.05 -0.144
C -3.92 0.25 5.04 -0.150
C -4.30 0.63 3.64 -0.155
N -3.14 0.90 2.85 -0.078
C -3.40 1.51 1.58 -0.031
C -1.86 0.52 3.13 -0.411
O -0.89 0.70 2.35 -0.091
H 0.40 0.17 4.36 0.095
H -0.06 -1.51 4.01 0.097
H -0.28 -0.87 5.64 0.094
H -3.07 -1.70 4.61 0.144
H -2.39 -0.91 6.06 0.127
H -3.66 1.14 5.63 0.132
H -4.77 -0.21 5.52 0.120
H -4.90 1.54 3.60 0.133
H -4.89 -0.19 3.18 0.141
H -4.10 0.90 1.01 0.100
H -3.86 2.48 1.72 0.105
H -2.48 1.63 1.03 0.050
```

Kohn-Sham gap (spin up / spin down) in eV: 6.0 / 5.6
2S+1: 3
<S²>: 2.008
Relative energy (zero: lowest compared OMol25 entry of this formula, charge and spin) in kJ/mol: 76.0
Total charge: +1
Lowest unoccupied orbital energy (spin up / spin down) in eV: -4.01 / -6.41

=====

5.
Computed, not measured: 5 unconnected molecules or ions with the total composition C12H33FNO5S4 at a distorted geometry, with ωB97M-V/def2-TZVPD.

XYZ file:
```
56
Properties=species:S:1:pos:R:3:lowdin_charge:R:1
C -3.15 0.38 -0.89 -0.042
C -3.75 -0.99 -1.20 -0.139
N -2.83 -2.16 -0.92 0.080
C -1.37 -1.90 -1.16 -0.009
C -0.68 -1.67 0.16 -0.510
O -0.14 -0.74 0.50 0.263
F -0.80 -2.73 0.97 0.128
H -3.94 1.05 -0.56 0.093
H -2.76 0.81 -1.81 0.086
H -2.40 0.39 -0.11 0.078
H -4.61 -1.12 -0.54 0.129
H -4.13 -1.02 -2.21 0.133
H -3.11 -2.92 -1.54 0.186
H -3.01 -2.50 0.02 0.182
H -0.95 -2.83 -1.55 0.153
H -1.16 -1.14 -1.91 0.107
C -0.83 -1.26 4.25 -0.283
S -2.24 -2.05 5.04 0.785
O -2.99 -1.00 5.77 -0.547
C -1.28 -2.97 6.25 -0.262
H -1.20 -0.59 3.47 0.040
H -0.27 -0.68 4.99 0.017
H -0.19 -2.02 3.80 0.051
H -0.69 -2.28 6.85 0.064
H -0.63 -3.67 5.73 0.055
H -1.97 -3.52 6.88 0.053
C 0.28 3.36 6.71 -0.262
S 0.60 1.80 5.87 0.780
O 1.94 1.33 6.31 -0.540
C 0.78 2.51 4.23 -0.268
H 0.16 3.16 7.77 0.054
H 1.11 4.04 6.55 0.060
H -0.65 3.80 6.32 0.055
H 1.59 3.25 4.23 0.058
H -0.15 2.98 3.92 0.053
H 1.03 1.71 3.54 0.042
C -0.20 -1.11 -6.44 -0.253
S 0.33 -0.03 -5.11 0.837
O -0.21 -0.61 -3.83 -0.591
C -0.73 1.35 -5.54 -0.255
H 0.32 -2.06 -6.34 0.054
H -1.28 -1.26 -6.39 0.056
H 0.07 -0.65 -7.40 0.063
H -1.77 1.04 -5.54 0.055
H -0.44 1.72 -6.53 0.063
H -0.58 2.14 -4.80 0.052
C 5.71 0.03 -4.05 -0.267
S 3.99 0.55 -3.95 0.780
O 3.53 0.81 -5.33 -0.580
C 4.33 2.14 -3.18 -0.268
H 5.74 -0.95 -4.54 0.051
H 6.28 0.75 -4.63 0.061
H 6.12 -0.06 -3.04 0.055
H 4.99 2.73 -3.82 0.061
H 4.79 1.99 -2.20 0.055
H 3.38 2.67 -3.06 0.047
```

Kohn-Sham gap in eV: 7.1
2S+1: 1
Total charge: +1
Lowest unoccupied orbital energy in eV: -3.39

=====

| no. | E_tot (Ha) |
| --- | --- |
| 1 | -10095.0100 |
| 2 | -340.6339 |
| 3 | -323.2997 |
| 4 | -1106.8473 |
| 5 | -2600.2078 |